Entry 1:
The following is a DFT calculation (ωB97M-V/def2-TZVPD) of C4H7NO in the gas phase.

Cartesian coordinates (Å):
O 1.36 0.01 1.03
N -0.60 -1.75 -0.71
C -0.34 1.67 1.13
C -0.38 -0.32 -0.55
C 0.60 -1.24 -1.29
C 0.29 0.39 0.60
H 0.42 2.44 1.22
H -0.73 1.48 2.13
H -1.16 2.05 0.51
H 1.56 -1.48 -0.81
H 0.66 -1.15 -2.36
H -0.48 -2.34 0.11
H -1.20 0.25 -1.01

Output
- Total charge: 0
- Orbital gap: 10.4 eV
- SMILES string: CC(=O)[C@H]1CN1
- LUMO energy: 1.02 eV
- Energy relative to the best compared isomer or geometry (same formula, charge and spin): 2.1133 eV



Entry 2:
The following is a DFT calculation (ωB97M-V/def2-TZVPD) of a molecular structure, C6H28AgCsO19P2.

Cartesian coordinates (Å):
Cs -0.58 -3.66 -0.73
Ag 2.66 -2.22 1.70
P 0.87 -0.42 0.47
P 4.82 -1.55 3.32
O -1.52 -2.46 1.85
O 6.01 -2.42 2.86
O 4.10 -0.79 2.15
O 0.15 0.00 -3.30
O -1.63 1.77 -0.91
O 2.58 -3.20 -1.80
O 1.76 1.89 -2.27
O 3.82 1.02 0.32
O -2.24 0.67 1.47
O 1.18 1.03 0.10
O 5.26 -0.58 4.46
O -4.33 -3.47 -1.76
O -0.39 -1.54 4.15
O 1.21 -0.76 1.88
O 3.79 -2.70 3.51
O -0.61 -0.83 0.06
O -2.20 -1.06 -1.91
O 0.96 3.60 -0.04
O 2.05 -1.23 -0.12
C 0.90 3.89 -1.45
C -2.57 2.36 0.02
C 2.09 3.24 -2.04
C -2.20 2.05 1.39
C -4.50 -2.10 -2.02
C -3.44 -1.23 -1.33
H -5.46 -1.95 -1.53
H -1.19 2.43 1.53
H -4.48 -2.03 -3.11
H -2.68 3.45 -0.02
H -1.77 0.30 0.73
H 2.88 1.00 0.11
H -3.51 1.84 -0.18
H -3.26 -1.61 -0.33
H -1.19 0.94 -0.69
H -1.19 -2.04 1.06
H 0.06 -1.27 3.35
H 2.95 3.31 -1.38
H 2.39 -2.39 -1.32
H -1.53 -0.86 -1.25
H 0.10 0.03 -2.35
H 1.38 1.46 -1.51
H -2.91 2.48 2.10
H 1.05 4.95 -1.62
H -4.65 -3.69 -0.88
H 3.95 0.24 0.86
H 0.96 2.65 0.04
H 3.16 -3.68 -1.21
H -1.10 -1.98 2.57
H -0.41 -0.74 4.68
H 2.34 3.74 -2.98
H -3.87 -0.24 -1.15
H 0.02 3.49 -1.97
H -0.04 0.90 -3.58

Output
- Total charge: -3
- Orbital gap (spin up / spin down): 3.0 / 2.4 eV
- LUMO energy (spin up / spin down): 4.41 / 4.41 eV
- 2S+1: 2



Calculated values (eV/A) of maximum force for the records, taken in order: 0.74; 6.05.